# 1
ORCA calculation (the ωB97M-V functional and the def2-TZVPD basis) on the molecule C22H28ClN3O4S.

lowest unoccupied orbital energy	0.654	eV
charge	0
E_HOMO	-7.90	eV
largest force on an atom	1.149	eV/A
relative energy (zero: lowest compared OMol25 entry of this formula, charge and spin)	36.4	kcal/mol

Structure (XYZ):
```
59
Properties=species:S:1:pos:R:3:lowdin_charge:R:1
C 1.403 5.236 1.290 -0.075
C 0.292 4.259 0.910 -0.255
N 0.576 3.455 -0.257 -0.265
C 0.719 4.109 -1.545 -0.251
C -0.141 3.407 -2.590 -0.078
S 1.562 2.138 0.047 0.691
O 2.658 2.467 0.919 -0.281
O 1.895 1.560 -1.229 -0.281
C 0.437 1.062 0.900 -0.275
C 0.716 0.524 2.145 -0.039
C -0.158 -0.373 2.710 0.007
C -1.323 -0.812 2.038 -0.151
N -2.096 -1.770 2.599 -0.059
C -3.157 -2.500 1.934 -0.149
C -3.377 -3.727 2.814 -0.156
C -3.070 -3.185 4.205 -0.163
C -1.872 -2.276 3.942 -0.162
C -1.592 -0.240 0.771 -0.068
C -2.773 -0.538 -0.096 -0.456
O -3.931 -0.338 0.213 0.070
N -2.445 -0.987 -1.345 0.142
C -1.127 -1.183 -1.804 -0.272
C -0.648 -0.502 -2.914 -0.024
C 0.694 -0.552 -3.242 -0.016
C 1.593 -1.287 -2.474 -0.320
O 2.925 -1.343 -2.676 -0.102
C 3.516 -0.309 -3.434 -0.068
C 1.076 -2.044 -1.414 -0.573
Cl 2.149 -2.999 -0.473 0.736
C -0.261 -1.999 -1.083 -0.043
C -0.715 0.698 0.242 -0.009
H 1.566 5.965 0.499 0.069
H 1.134 5.765 2.200 0.075
H 2.324 4.685 1.455 0.059
H -0.647 4.794 0.733 0.125
H 0.133 3.550 1.727 0.112
H 0.408 5.151 -1.442 0.120
H 1.768 4.088 -1.860 0.120
H -0.057 3.918 -3.546 0.075
H 0.201 2.382 -2.701 0.041
H -1.183 3.407 -2.279 0.078
H 1.625 0.815 2.649 0.118
H 0.078 -0.779 3.679 0.099
H -2.863 -2.770 0.916 0.121
H -4.067 -1.892 1.872 0.121
H -4.387 -4.121 2.724 0.113
H -2.668 -4.514 2.553 0.115
H -2.844 -3.965 4.928 0.111
H -3.913 -2.598 4.570 0.116
H -1.815 -1.456 4.662 0.124
H -0.937 -2.850 3.986 0.128
H -3.193 -0.972 -2.027 0.160
H -1.319 0.106 -3.503 0.119
H 1.050 0.017 -4.085 0.113
H 3.201 0.665 -3.051 0.081
H 3.271 -0.400 -4.497 0.093
H 4.590 -0.429 -3.303 0.098
H -0.617 -2.567 -0.239 0.116
H -0.921 1.165 -0.708 0.124
```



# 2
ORCA calculation (the ωB97M-V functional and the def2-TZVPD basis) on a cluster of 2 separate species, C22H28F3OSi in total.

lowest unoccupied orbital energy	-6.099	eV
charge	+1
E_HOMO	-11.51	eV
largest force on an atom	2.143	eV/A

Structure (XYZ):
```
55
Properties=species:S:1:pos:R:3:lowdin_charge:R:1
C -2.804 0.697 0.898 -0.052
C -2.188 0.445 2.267 -0.375
C -1.901 1.749 3.005 -0.053
C -0.920 -0.389 2.097 -0.368
C -0.932 -1.713 2.387 0.063
O 0.147 0.273 1.601 -0.119
Si 1.704 0.594 2.197 0.425
C 2.869 -0.297 1.065 -0.156
C 1.907 2.443 2.068 -0.153
C 1.828 0.042 3.968 -0.154
H -3.058 -0.247 0.402 0.065
H -3.724 1.281 0.999 0.087
H -2.102 1.256 0.264 0.095
H -2.875 -0.167 2.865 0.130
H -1.403 1.565 3.964 0.085
H -1.279 2.417 2.395 0.080
H -2.844 2.264 3.219 0.087
H -0.097 -2.370 2.140 0.073
H -1.801 -2.050 2.941 0.043
H 3.899 -0.177 1.428 0.042
H 2.641 -1.369 1.018 0.031
H 2.811 0.111 0.048 0.043
H 2.885 2.720 2.488 0.042
H 1.880 2.772 1.021 0.042
H 1.133 2.992 2.618 0.031
H 2.835 0.287 4.335 0.044
H 1.099 0.550 4.614 0.038
H 1.679 -1.041 4.069 0.030
F -3.379 -2.717 -3.580 0.134
C -4.419 -2.971 -2.726 -0.507
F -5.175 -1.834 -2.671 0.132
F -5.195 -3.936 -3.321 0.138
C -3.933 -3.401 -1.373 -0.073
C -4.571 -2.934 -0.225 0.023
C -4.045 -3.258 1.009 0.029
C -2.874 -4.068 1.135 -0.175
C -2.283 -4.179 2.423 0.072
C -1.211 -5.023 2.836 -0.193
C -1.183 -5.447 4.201 0.015
C -0.144 -6.221 4.690 -0.038
C 0.903 -6.617 3.840 -0.012
C 0.903 -6.204 2.501 -0.036
C -0.120 -5.399 2.003 -0.003
C -2.381 -4.675 -0.056 0.038
C -2.868 -4.295 -1.296 0.034
H -5.469 -2.325 -0.303 0.140
H -4.520 -2.873 1.915 0.136
H -2.870 -3.742 3.237 0.134
H -2.002 -5.134 4.852 0.130
H -0.150 -6.539 5.735 0.123
H 1.705 -7.250 4.219 0.125
H 1.706 -6.518 1.832 0.123
H -0.051 -5.013 0.986 0.113
H -1.602 -5.432 -0.009 0.112
H -2.432 -4.700 -2.206 0.142
```



# 3
ORCA calculation (the ωB97M-V functional and the def2-TZVPD basis) on the molecule C22H28FN3OS.

lowest unoccupied orbital energy	0.574	eV
charge	0
E_HOMO	-7.79	eV
largest force on an atom	0.581	eV/A
relative energy (zero: lowest compared OMol25 entry of this formula, charge and spin)	0.0	kcal/mol

Structure (XYZ):
```
56
Properties=species:S:1:pos:R:3:lowdin_charge:R:1
O -1.698 0.797 1.721 0.106
C -0.590 0.630 1.270 -0.404
N -0.215 1.087 0.023 0.098
C -0.922 1.946 -0.809 -0.781
S -0.055 3.130 -1.568 0.705
N -2.245 1.780 -0.955 -0.094
C -2.913 0.503 -0.814 -0.115
C -3.359 0.048 -2.230 -0.128
N -2.547 0.668 -3.250 -0.096
C -1.251 0.210 -3.472 -0.236
C -0.478 0.776 -4.493 -0.025
C 0.806 0.344 -4.750 -0.005
C 1.334 -0.687 -3.996 -0.286
F 2.598 -1.112 -4.233 0.044
C 0.587 -1.302 -3.012 -0.015
C -0.695 -0.856 -2.755 -0.029
C -2.813 2.095 -3.300 -0.139
C -2.959 2.651 -1.861 -0.157
C 0.522 -0.123 1.993 -0.349
C -0.034 -0.673 3.311 -0.086
C 1.055 -1.438 4.057 -0.288
C 1.545 -2.600 3.195 -0.118
C 2.108 -2.054 1.885 -0.287
C 3.273 -1.111 2.181 -0.115
C 2.782 0.046 3.051 -0.287
C 2.221 -0.500 4.362 -0.118
C 1.694 0.819 2.304 -0.073
C 1.015 -1.294 1.131 -0.083
H 0.780 1.130 -0.159 0.100
H -3.768 0.616 -0.143 0.130
H -2.231 -0.220 -0.375 0.098
H -3.313 -1.037 -2.322 0.122
H -4.392 0.354 -2.417 0.124
H -0.887 1.560 -5.110 0.111
H 1.396 0.797 -5.530 0.119
H 1.009 -2.119 -2.447 0.115
H -1.250 -1.357 -1.980 0.097
H -1.989 2.606 -3.793 0.086
H -3.733 2.274 -3.867 0.124
H -4.003 2.672 -1.542 0.126
H -2.543 3.656 -1.797 0.085
H -0.882 -1.328 3.101 0.131
H -0.404 0.154 3.919 0.131
H 0.643 -1.827 4.995 0.142
H 2.319 -3.158 3.726 0.120
H 0.720 -3.286 2.990 0.121
H 2.460 -2.884 1.262 0.142
H 4.065 -1.654 2.700 0.121
H 3.690 -0.726 1.247 0.122
H 3.617 0.723 3.263 0.143
H 3.001 -1.037 4.904 0.121
H 1.880 0.324 4.993 0.122
H 1.340 1.652 2.916 0.138
H 2.119 1.236 1.388 0.123
H 0.179 -1.965 0.915 0.133
H 1.412 -0.938 0.177 0.115
```



# 4
ORCA calculation (the ωB97M-V functional and the def2-TZVPD basis) on a structure of composition C22H28FN6O2PSe2SiTi.

lowest unoccupied orbital energy	-6.497	eV
charge	+2
E_HOMO	-14.22	eV
largest force on an atom	1.603	eV/A
relative energy (zero: lowest compared OMol25 entry of this formula, charge and spin)	10.2	kcal/mol

Structure (XYZ):
```
64
Properties=species:S:1:pos:R:3:lowdin_charge:R:1
Ti 0.554 -0.641 0.025 0.816
N 3.878 -1.067 0.707 0.076
N 3.714 -1.166 2.089 0.011
C 2.487 -1.066 2.613 -0.413
N 2.315 -1.156 3.925 0.243
N 1.465 -0.883 1.778 -0.104
N 0.188 -0.814 2.420 -0.219
O -0.677 -0.995 1.318 -0.267
O -0.028 0.518 2.894 -0.502
H 4.267 -1.930 0.345 0.105
H 4.497 -0.294 0.489 0.113
H 4.506 -1.318 2.698 0.170
H 3.084 -1.345 4.547 0.141
H 1.380 -1.159 4.302 0.128
Se 0.473 1.889 1.815 0.981
P -1.311 2.174 0.450 0.450
Se -1.142 0.840 -1.251 0.580
C -0.964 3.866 -0.008 -0.425
C -1.017 4.839 0.997 -0.093
C -0.798 6.165 0.675 -0.044
C -0.535 6.524 -0.642 -0.033
C -0.490 5.562 -1.640 -0.046
C -0.701 4.228 -1.330 -0.091
C -2.817 1.982 1.371 -0.395
C -3.984 1.742 0.641 -0.081
C -5.197 1.679 1.303 -0.043
C -5.244 1.842 2.682 -0.034
C -4.083 2.074 3.406 -0.043
C -2.863 2.146 2.755 -0.089
H -1.244 4.567 2.022 0.104
H -0.839 6.919 1.448 0.121
H -0.370 7.564 -0.890 0.122
H -0.293 5.851 -2.664 0.119
H -0.664 3.479 -2.109 0.068
H -3.951 1.600 -0.432 0.094
H -6.104 1.498 0.744 0.121
H -6.195 1.784 3.194 0.121
H -4.128 2.196 4.480 0.120
H -1.962 2.324 3.327 0.087
C -0.642 -4.851 -1.179 -0.153
Si 0.891 -3.932 -0.682 0.478
C 1.217 -4.098 1.136 -0.158
C 2.390 -4.371 -1.683 -0.145
N 0.629 -2.147 -1.005 -0.154
C 0.776 -1.675 -2.358 -0.339
C 0.183 -2.275 -3.467 -0.004
C 0.410 -1.761 -4.735 -0.032
C 1.202 -0.632 -4.924 -0.033
C 1.779 0.008 -3.835 0.017
C 1.544 -0.550 -2.607 -0.255
F 2.054 0.074 -1.454 -0.058
H -0.801 -5.691 -0.499 0.046
H -0.569 -5.259 -2.188 0.041
H -1.531 -4.221 -1.128 0.046
H 1.257 -5.163 1.380 0.053
H 0.426 -3.657 1.747 0.037
H 2.174 -3.661 1.428 0.020
H 2.806 -5.318 -1.332 0.052
H 3.170 -3.611 -1.589 0.033
H 2.164 -4.487 -2.744 0.044
H -0.444 -3.147 -3.333 0.115
H -0.039 -2.248 -5.589 0.124
H 1.364 -0.241 -5.918 0.123
H 2.384 0.898 -3.934 0.137
```